Entry 1:
{"formula": "C6H13NO", "method": "the ωB97M-V functional and the def2-TZVPD basis", "homo_ev": -9.6, "gap_ev": 10.51, "molar_mass_da": 115.2, "e_above_lowest_kj_mol": 59.9, "smiles": "CCC[C@@H](C)NC=O", "lumo_ev": 0.88, "total_energy_ev": -9970.5539, "species": ["C", "C", "C", "C", "C", "N", "C", "O", "H", "H", "H", "H", "H", "H", "H", "H", "H", "H", "H", "H", "H"], "coordinates": [[-2.21519, -1.26770, 0.91990], [-1.83115, 0.12189, 0.48202], [-0.37303, 0.53727, 0.66031], [0.67008, 0.02994, -0.38112], [0.29652, 0.62026, -1.74663], [1.95627, 0.55183, 0.11787], [3.04484, -0.26582, 0.12159], [3.00888, -1.46217, -0.04419], [-2.03613, -1.35163, 2.00756], [-1.65168, -2.09743, 0.50100], [-3.29475, -1.40371, 0.87640], [-2.13547, 0.22327, -0.57132], [-2.44621, 0.88533, 0.97115], [-0.13965, 0.23835, 1.68553], [-0.25547, 1.62417, 0.57390], [0.70310, -1.05486, -0.40504], [0.27437, 1.70045, -1.61857], [-0.64300, 0.17462, -2.05292], [1.05399, 0.38726, -2.49723], [2.00462, 1.54972, 0.18841], [4.00905, 0.25898, 0.21138]]}


Entry 2:
{"formula": "C43H39N3O5", "method": "the ωB97M-V functional and the def2-TZVPD basis", "homo_ev": -5.9, "gap_ev": 2.63, "molar_mass_da": 677.8, "lumo_ev": -3.23, "total_energy_ev": -59926.4501, "species": ["C", "C", "C", "C", "C", "C", "C", "C", "C", "C", "C", "C", "O", "C", "C", "C", "C", "C", "C", "C", "O", "C", "C", "H", "H", "H", "H", "H", "H", "H", "H", "H", "H", "H", "H", "H", "H", "H", "C", "N", "C", "O", "C", "C", "C", "C", "C", "C", "C", "C", "N", "C", "C", "C", "C", "C", "C", "N", "O", "O", "C", "C", "C", "C", "C", "C", "H", "H", "H", "H", "H", "H", "H", "H", "H", "H", "H", "H", "H", "H", "H", "H", "H", "H", "H", "H", "H", "H", "H", "H"], "coordinates": [[-3.80870, 1.52079, 1.40886], [-2.88564, 1.87522, 2.39908], [-1.77669, 1.06872, 2.62945], [-1.55672, -0.11228, 1.88145], [-0.39212, -0.96347, 2.13504], [0.89288, -0.29514, 2.36565], [2.20044, -1.01260, 2.21685], [2.40961, -1.92771, 1.18283], [3.64130, -2.56782, 1.05536], [4.67382, -2.25780, 1.95116], [4.48461, -1.28472, 2.94276], [3.25147, -0.64488, 3.06252], [0.94482, 0.91444, 2.64913], [-0.47832, -2.41441, 2.25264], [-1.82027, -3.12035, 2.30150], [-2.93579, -2.59325, 2.95704], [-4.09904, -3.35416, 3.10935], [-4.13338, -4.67075, 2.63934], [-3.00531, -5.21967, 2.01156], [-1.85746, -4.45128, 1.85082], [0.50952, -3.16133, 2.37694], [-2.47882, -0.42827, 0.85543], [-3.58746, 0.38505, 0.61871], [-4.69600, 2.13286, 1.25076], [-3.00471, 2.77522, 3.00538], [-1.05108, 1.33879, 3.39310], [1.61664, -2.11388, 0.45983], [3.76562, -3.31090, 0.26644], [5.62571, -2.78212, 1.87686], [5.28438, -1.02262, 3.63576], [3.07095, 0.12162, 3.81890], [-2.89776, -1.57214, 3.33826], [-4.96709, -2.90734, 3.59717], [-5.03041, -5.27537, 2.76887], [-3.00438, -6.24760, 1.64841], [-0.96261, -4.87473, 1.39396], [-2.29507, -1.32542, 0.25617], [-4.28016, 0.11447, -0.18015], [2.15972, 5.92948, 12.20779], [1.43506, 5.17997, 11.20883], [0.45193, 4.31682, 11.59258], [0.09508, 4.11667, 12.75208], [-0.10409, 3.65532, 10.33194], [-1.60494, 3.88654, 10.13680], [-2.41689, 3.38327, 11.30981], [-3.04696, 4.29448, 12.16129], [-3.73876, 3.83902, 13.28295], [-3.79962, 2.46368, 13.54890], [-3.17900, 1.54990, 12.68668], [-2.48525, 2.01218, 11.56382], [0.70637, 4.26600, 9.27596], [0.55364, 3.84337, 8.00658], [1.23952, 4.31089, 6.89316], [1.11537, 3.79934, 5.60670], [1.87453, 4.31224, 4.49704], [2.81819, 5.35307, 4.68408], [3.54078, 5.88281, 3.60462], [4.50726, 6.89525, 3.88921], [5.17222, 7.39039, 2.95400], [4.66196, 7.25550, 5.08273], [3.35334, 5.41438, 2.29222], [2.44544, 4.37144, 2.08918], [1.74033, 3.82691, 3.16100], [1.70068, 5.24026, 9.77273], [1.43803, 6.66424, 9.26883], [3.13796, 4.79793, 9.48896], [1.73492, 5.69121, 13.18706], [3.22289, 5.66070, 12.21101], [2.07176, 7.00839, 12.03579], [0.10380, 2.56592, 10.38416], [-1.76245, 4.96908, 10.00022], [-1.89905, 3.37449, 9.20699], [-2.95585, 5.36105, 11.94149], [-4.21423, 4.56359, 13.94673], [-4.33122, 2.10652, 14.43132], [-3.22198, 0.47690, 12.88256], [-1.97743, 1.32461, 10.88166], [-0.18935, 3.05048, 7.88444], [1.91620, 5.14669, 7.06026], [0.41675, 2.98351, 5.40826], [3.02484, 5.76098, 5.67012], [3.92889, 5.87104, 1.49093], [2.29590, 3.98825, 1.07807], [1.06923, 2.98715, 2.99132], [0.41668, 6.97032, 9.53505], [2.14820, 7.35548, 9.74176], [1.55134, 6.73246, 8.18385], [3.29246, 3.79140, 9.90100], [3.33668, 4.77299, 8.41464], [3.83822, 5.49601, 9.96437]]}


Entry 3:
{"formula": "C8H14N4O2", "method": "the ωB97M-V functional and the def2-TZVPD basis", "homo_ev": -8.4, "gap_ev": 7.54, "molar_mass_da": 198.2, "e_above_lowest_kj_mol": 1562.6, "lumo_ev": -0.82, "total_energy_ev": -18560.7905, "species": ["C", "C", "C", "C", "C", "C", "C", "C", "H", "H", "H", "H", "H", "H", "H", "H", "H", "H", "H", "H", "H", "H", "N", "N", "N", "N", "O", "O"], "coordinates": [[-1.24079, -0.31644, 3.50333], [-1.52186, -0.67025, 2.04544], [-0.70642, 0.48231, 1.20000], [1.39768, 0.26348, 0.29752], [0.40774, 1.75834, -1.52100], [-1.00557, 0.42943, -2.69950], [1.00336, -0.66228, -1.91274], [2.40929, -2.10510, -0.73991], [0.17440, 0.65844, 3.68587], [-2.71987, 0.51860, 4.07836], [-0.88917, -1.96735, 4.09425], [-1.42045, -1.74258, 1.47507], [-2.55752, -0.63619, 2.05106], [-0.44109, 1.43936, 1.81364], [-1.13655, 0.50342, 0.25469], [1.67776, 1.22082, 0.75290], [2.16248, -0.39797, 0.73733], [1.43495, 2.05776, -1.42033], [-0.37802, 2.21208, -0.88743], [-1.61391, 0.10787, -1.65671], [-1.71407, 0.55800, -3.68151], [0.74813, -0.82902, -4.21755], [1.01368, 0.34728, -1.10159], [0.22293, -0.68121, -3.03703], [1.21713, -1.83983, -1.33115], [3.35271, -2.11391, 0.01403], [0.47742, -0.32395, 0.96343], [-0.35437, 1.72889, -2.76048]]}